DFT (wB97M-V/def2-TZVPD) results for the ion C5H8NO with charge +1.

CARTESIAN COORDINATES (ANGSTROEM)
C1 -2.36 0.15 -0.78
C2 -0.97 0.40 -0.35
C3 -0.32 1.41 0.46
C4 0.99 0.95 0.63
N1 1.13 -0.22 0.05
C5 2.10 -1.23 0.24
O1 -0.04 -0.52 -0.61
H1 -3.20 0.93 -0.49
H2 -2.47 -0.07 -1.78
H3 -2.64 -0.83 -0.42
H4 -0.83 2.41 0.75
H5 1.66 1.33 1.39
H6 2.79 -1.14 1.12
H7 1.42 -2.13 0.44
H8 2.74 -1.44 -0.65

As for the HOMO energy: -14.71 eV. The value obtained for the orbital gap is 10.23 eV. Its total energy is -8843.079 eV. For the energy above the lowest of the compared OMol25 structures with the same formula, charge and spin, the calculation gives 38.8 kcal/mol. As for the charge: +1. The SMILES is Cc1cc[n+](C)o1. The value obtained for the LUMO energy is -0.1646 hartree.

Results of the Löwdin charge analysis, in e, for atoms 1 through 2: 0.026 -0.202

DFT (wB97M-V/def2-TZVPD) results for a cluster of 3 separate species, C5H9N3O7S2 in total.

CARTESIAN COORDINATES (ANGSTROEM)
C1 -0.06 0.35 -1.77
C2 -0.52 1.57 -1.49
O1 0.33 2.70 -1.41
S1 1.25 2.63 -0.03
O2 0.68 3.60 0.87
O3 2.62 3.32 -0.66
N1 3.29 2.25 -1.35
C3 3.21 2.39 -2.58
S2 2.93 2.42 -4.09
H1 0.85 0.01 -1.30
H2 -0.62 -0.30 -2.43
H3 -1.55 1.80 -1.23
C4 -1.07 -4.19 -0.27
N2 -0.86 -2.73 -0.45
O4 -1.77 -2.08 -0.92
O5 0.22 -2.29 -0.11
H4 -2.07 -4.44 -0.62
H5 -0.32 -4.70 -0.86
H6 -0.95 -4.41 0.78
C5 -0.52 0.87 3.00
N3 -1.15 -0.43 2.64
O6 -1.75 -0.50 1.59
O7 -1.03 -1.33 3.44
H7 -0.71 1.58 2.20
H8 -0.97 1.21 3.93
H9 0.54 0.70 3.12

As for the HOMO energy: -9.23 eV. The value obtained for the orbital gap is 8.25 eV. Its total energy is -45793.196 eV. The value obtained for the LUMO energy is -0.0358 hartree.

Results of the Löwdin charge analysis, in e, for atoms 1 through 2: 0.024 -0.248

DFT (wB97M-V/def2-TZVPD) results for a cluster of 5 separate species, C38H71ClN2O3S2 in total.

CARTESIAN COORDINATES (ANGSTROEM)
O1 -1.13 3.66 2.26
C1 -1.56 2.67 2.76
O2 -1.02 1.40 2.67
C2 -1.63 0.65 3.67
O3 -1.21 -0.41 3.99
C3 -2.80 1.39 4.21
C4 -3.68 0.73 5.21
C5 -5.15 1.14 5.13
C6 -6.06 0.20 5.91
S1 -7.76 0.04 5.25
C7 -7.78 1.15 3.87
S2 -7.78 0.59 2.35
N1 -7.85 2.50 4.18
C8 -7.69 3.10 5.43
C9 -7.85 4.42 5.23
N2 -8.14 4.68 3.90
C10 -8.13 3.54 3.31
C11 -2.76 2.61 3.66
C12 -3.60 3.82 3.82
C13 -2.98 4.87 4.75
C14 -3.28 4.59 6.23
Cl1 -3.76 6.06 7.12
H1 -3.59 -0.35 5.05
H2 -3.29 0.90 6.22
H3 -5.43 1.19 4.08
H4 -5.25 2.13 5.57
H5 -5.64 -0.80 5.94
H6 -6.16 0.54 6.94
H7 -7.50 2.54 6.32
H8 -7.81 5.21 5.96
H9 -8.31 3.36 2.26
H10 -4.61 3.56 4.15
H11 -3.71 4.29 2.84
H12 -3.41 5.84 4.49
H13 -1.91 4.95 4.58
H14 -4.12 3.91 6.33
H15 -2.42 4.18 6.75
C15 -2.18 -6.84 4.75
C16 -3.42 -6.49 3.94
C17 -3.13 -5.53 2.78
C18 -2.58 -4.17 3.19
C19 -3.46 -3.39 4.16
C20 -4.84 -3.05 3.59
H16 -1.74 -5.96 5.22
H17 -2.42 -7.55 5.55
H18 -1.41 -7.30 4.12
H19 -4.18 -6.06 4.60
H20 -3.85 -7.40 3.53
H21 -4.04 -5.40 2.19
H22 -2.41 -6.01 2.10
H23 -2.42 -3.57 2.29
H24 -1.59 -4.29 3.64
H25 -2.94 -2.46 4.42
H26 -3.58 -3.94 5.09
H27 -4.75 -2.47 2.66
H28 -5.43 -2.46 4.29
H29 -5.41 -3.95 3.37
C21 3.72 1.61 -1.64
C22 2.86 2.85 -1.84
C23 2.20 3.34 -0.55
C24 1.24 2.34 0.09
C25 0.09 1.87 -0.82
C26 -0.84 2.99 -1.25
H30 3.13 0.76 -1.29
H31 4.19 1.31 -2.58
H32 4.52 1.79 -0.91
H33 2.10 2.65 -2.60
H34 3.49 3.65 -2.24
H35 1.67 4.28 -0.76
H36 2.97 3.59 0.18
H37 0.80 2.78 0.98
H38 1.80 1.47 0.43
H39 -0.48 1.12 -0.27
H40 0.50 1.36 -1.70
H41 -1.27 3.48 -0.38
H42 -1.67 2.61 -1.86
H43 -0.33 3.74 -1.84
C27 3.22 -0.74 -8.84
C28 1.98 -0.62 -7.96
C29 2.04 0.56 -6.99
C30 3.18 0.49 -5.98
C31 3.20 -0.77 -5.11
C32 1.97 -0.93 -4.23
H44 4.12 -0.92 -8.25
H45 3.13 -1.57 -9.54
H46 3.38 0.17 -9.42
H47 1.83 -1.55 -7.42
H48 1.10 -0.49 -8.60
H49 1.08 0.63 -6.46
H50 2.13 1.49 -7.56
H51 3.12 1.37 -5.32
H52 4.14 0.57 -6.50
H53 4.09 -0.73 -4.48
H54 3.32 -1.66 -5.74
H55 1.86 -0.06 -3.57
H56 2.05 -1.81 -3.60
H57 1.05 -1.02 -4.81
C33 7.40 0.08 -6.08
C34 6.92 -1.36 -5.85
C35 6.91 -1.76 -4.38
C36 8.28 -1.74 -3.70
C37 9.34 -2.62 -4.36
C38 8.98 -4.10 -4.37
H58 8.43 0.22 -5.75
H59 7.36 0.33 -7.14
H60 6.77 0.79 -5.54
H61 7.54 -2.05 -6.43
H62 5.91 -1.46 -6.25
H63 6.48 -2.76 -4.29
H64 6.24 -1.09 -3.83
H65 8.16 -2.06 -2.66
H66 8.65 -0.71 -3.65
H67 10.29 -2.49 -3.83
H68 9.52 -2.28 -5.38
H69 8.82 -4.47 -3.36
H70 9.78 -4.69 -4.82
H71 8.07 -4.29 -4.95

As for the HOMO energy: -9.19 eV. The value obtained for the orbital gap is 7.87 eV. Its total energy is -83874.226 eV. The SMILES is O=C1OC(=O)C(CCCSC(=S)n2ccnc2)=C1CCCCl.CCCCCC.CCCCCC.CCCCCC.CCCCCC. The value obtained for the LUMO energy is -0.0484 hartree.

Results of the Löwdin charge analysis, in e, for atoms 1 through 2: 0.170 -0.376

DFT (wB97M-V/def2-TZVPD) results for a structure of composition C42H48BBrN5O6PS2V.

CARTESIAN COORDINATES (ANGSTROEM)
V1 -1.19 -0.22 -0.63
O1 -1.39 -2.88 -6.03
C1 -1.31 -2.24 -4.82
C2 -0.94 -0.91 -4.72
C3 -0.87 -0.34 -3.47
N1 -1.13 -1.09 -2.38
C4 -1.55 -2.37 -2.47
C5 -1.66 -2.98 -3.68
C6 -1.98 -2.90 -1.09
O2 -2.58 -3.93 -0.94
O3 -1.69 -2.00 -0.17
C7 -0.66 1.12 -3.10
O4 -0.41 1.97 -3.94
O5 -0.83 1.31 -1.82
H1 -1.10 -2.27 -6.71
H2 -0.72 -0.30 -5.59
H3 -2.01 -4.01 -3.75
C8 4.24 -3.49 -1.97
N2 3.94 -3.78 -0.58
C9 4.91 -3.90 0.41
C10 4.25 -4.19 1.55
N3 2.89 -4.25 1.26
B1 1.93 -4.74 2.45
N4 0.43 -4.59 2.08
C11 -0.20 -5.49 1.22
C12 -1.48 -5.12 1.08
N5 -1.64 -3.98 1.86
C13 -2.85 -3.18 1.92
C14 -0.48 -3.66 2.50
S1 -0.33 -2.38 3.64
C15 2.68 -4.00 -0.05
S2 1.18 -4.00 -0.89
H4 4.59 -2.46 -2.09
H5 3.33 -3.63 -2.55
H6 5.02 -4.18 -2.33
H7 5.96 -3.75 0.22
H8 4.61 -4.35 2.55
H9 2.17 -5.94 2.62
H10 2.21 -4.08 3.43
H11 0.34 -6.30 0.76
H12 -2.27 -5.50 0.45
H13 -3.48 -3.49 2.76
H14 -3.38 -3.29 0.98
H15 -2.57 -2.14 2.06
C16 -6.89 4.54 1.27
C17 -5.54 4.84 1.92
C18 -5.03 6.19 1.37
C19 -5.76 4.97 3.43
C20 -4.50 3.75 1.62
C21 -4.72 2.73 0.71
C22 -3.74 1.78 0.48
Br1 -4.16 0.40 -0.78
C23 -2.49 1.77 1.13
O6 -1.59 0.83 0.91
C24 -2.26 2.82 2.05
C25 -3.26 3.77 2.26
C26 -0.91 2.92 2.79
C27 -0.74 1.68 3.70
C28 0.25 2.98 1.78
C29 -0.82 4.17 3.66
H16 -7.62 5.30 1.57
H17 -7.27 3.56 1.60
H18 -6.82 4.53 0.18
H19 -5.74 6.99 1.59
H20 -4.88 6.13 0.29
H21 -4.07 6.45 1.82
H22 -6.50 5.75 3.65
H23 -4.83 5.23 3.96
H24 -6.12 4.02 3.85
H25 -5.64 2.66 0.15
H26 -3.06 4.57 2.96
H27 -0.77 0.75 3.13
H28 -1.54 1.64 4.45
H29 0.22 1.73 4.22
H30 0.34 2.05 1.23
H31 1.20 3.14 2.31
H32 0.10 3.79 1.06
H33 -1.58 4.18 4.45
H34 -0.92 5.09 3.07
H35 0.16 4.18 4.15
C30 2.25 2.03 -1.61
P1 2.18 0.20 -1.87
C31 3.38 0.03 -3.27
C32 3.06 -0.94 -4.23
C33 3.85 -1.14 -5.36
C34 4.99 -0.36 -5.55
C35 5.31 0.62 -4.61
C36 4.51 0.82 -3.50
C37 3.24 -0.24 -0.41
C38 2.58 -0.46 0.81
C39 3.30 -0.63 1.99
C40 4.69 -0.60 1.97
C41 5.35 -0.43 0.77
C42 4.64 -0.26 -0.41
H36 3.24 2.36 -1.29
H37 1.52 2.29 -0.84
H38 1.95 2.54 -2.54
H39 2.18 -1.56 -4.07
H40 3.57 -1.89 -6.09
H41 5.62 -0.52 -6.42
H42 6.20 1.23 -4.75
H43 4.77 1.60 -2.79
H44 1.51 -0.51 0.84
H45 2.75 -0.82 2.91
H46 5.24 -0.74 2.89
H47 6.44 -0.43 0.74
H48 5.18 -0.17 -1.35

As for the HOMO energy (spin up / spin down): -1.27 / -1.44 eV. The value obtained for the orbital gap (spin up / spin down) is 5.09 / 5.26 eV. Its total energy is -191442.158 eV. As for the charge: -2. The value obtained for the LUMO energy (spin up / spin down) is 0.1405 / 0.1404 hartree. Its multiplicity is 4.

Results of the Löwdin charge analysis, in e, for atoms 1 through 2: 0.761 0.042

DFT (wB97M-V/def2-TZVPD) results for a structure of composition C28H40AsIrN6OS.

CARTESIAN COORDINATES (ANGSTROEM)
Ir1 1.10 0.44 2.21
N1 3.47 -1.54 5.20
C1 2.89 -0.73 4.32
S1 1.16 -0.60 4.30
N2 3.71 -0.02 3.53
N3 3.05 0.62 2.57
C2 3.66 1.85 2.20
C3 2.82 2.83 1.71
C4 3.28 4.10 1.27
C5 2.39 4.99 0.72
C6 1.04 4.63 0.61
C7 0.64 3.38 1.08
N4 1.48 2.51 1.62
H1 2.92 -1.99 5.91
H2 4.47 -1.49 5.32
H3 4.72 1.99 2.39
H4 4.33 4.34 1.38
H5 2.72 5.96 0.38
H6 0.31 5.30 0.18
H7 -0.40 3.09 1.04
C8 -1.18 0.08 -4.68
C9 0.30 0.17 -4.31
C10 0.91 1.42 -4.96
C11 1.02 -1.08 -4.82
C12 0.51 0.26 -2.80
C13 1.80 0.39 -2.27
C14 1.98 0.46 -0.91
N5 0.96 0.39 -0.05
C15 -0.29 0.27 -0.52
C16 -0.54 0.20 -1.89
C17 -1.36 0.22 0.51
C18 -2.70 0.14 0.20
C19 -3.67 0.12 1.20
C20 -3.21 0.17 2.51
C21 -1.86 0.24 2.77
N6 -0.94 0.28 1.79
C22 -5.14 0.05 0.83
C23 -5.39 -1.23 0.02
C24 -6.04 0.05 2.06
C25 -5.48 1.28 -0.03
H8 -1.27 0.04 -5.76
H9 -1.74 0.96 -4.34
H10 -1.65 -0.82 -4.28
H11 0.71 1.40 -6.04
H12 1.99 1.48 -4.83
H13 0.46 2.34 -4.56
H14 0.90 -1.16 -5.90
H15 0.61 -1.99 -4.37
H16 2.10 -1.05 -4.61
H17 2.67 0.46 -2.92
H18 2.97 0.57 -0.47
H19 -1.55 0.11 -2.25
H20 -3.00 0.10 -0.83
H21 -3.89 0.14 3.35
H22 -1.49 0.29 3.78
H23 -5.11 -2.12 0.60
H24 -4.83 -1.24 -0.91
H25 -6.45 -1.30 -0.22
H26 -5.87 -0.82 2.69
H27 -7.09 0.03 1.75
H28 -5.91 0.95 2.67
H29 -4.91 1.30 -0.96
H30 -5.30 2.21 0.51
H31 -6.54 1.25 -0.30
C26 1.48 -3.11 -1.07
As1 2.24 -2.94 0.68
C27 4.11 -2.56 0.50
C28 2.06 -4.63 1.54
O1 1.46 -1.76 1.58
H32 1.89 -3.99 -1.56
H33 1.70 -2.22 -1.65
H34 0.40 -3.22 -0.95
H35 4.56 -3.25 -0.21
H36 4.57 -2.68 1.48
H37 4.23 -1.54 0.16
H38 2.57 -5.39 0.96
H39 1.00 -4.87 1.63
H40 2.49 -4.56 2.54

As for the HOMO energy (spin up / spin down): -12.13 / -14.36 eV. The value obtained for the orbital gap (spin up / spin down) is 6.58 / 6.72 eV. Its total energy is -115172.219 eV. For the energy above the lowest of the compared OMol25 structures with the same formula, charge and spin, the calculation gives 1.3 kcal/mol. As for the charge: +2. The value obtained for the LUMO energy (spin up / spin down) is -0.2038 / -0.2810 hartree. Its multiplicity is 5.

Results of the Löwdin charge analysis, in e, for atoms 1 through 2: 1.271 0.146

DFT (wB97M-V/def2-TZVPD) results for a cluster of 2 separate species, C2H11IN2O4P in total.

CARTESIAN COORDINATES (ANGSTROEM)
N1 3.69 1.41 -0.65
C1 2.25 1.35 -0.29
C2 1.36 2.34 -1.12
O1 0.24 1.71 -1.79
P1 -0.95 1.25 -0.74
O2 -0.68 1.53 0.72
O3 -2.32 2.12 -1.16
O4 -1.29 -0.40 -0.93
I1 -0.49 -1.45 0.62
H1 4.20 1.45 0.24
H2 3.92 0.47 -1.00
H3 2.12 1.63 0.79
H4 1.88 0.29 -0.41
H5 2.01 2.76 -1.93
H6 0.99 3.22 -0.52
H7 -2.78 2.17 -0.31
N2 -2.83 -4.37 1.70
H8 -2.73 -3.55 1.09
H9 -3.52 -5.01 1.30
H10 -1.93 -4.85 1.77
H11 -3.14 -4.07 2.63

As for the HOMO energy: -11.88 eV. The value obtained for the orbital gap is 7.03 eV. Its total energy is -30806.229 eV. As for the charge: +1. The value obtained for the LUMO energy is -0.1785 hartree.

Results of the Löwdin charge analysis, in e, for atoms 1 through 2: -0.010 -0.264

DFT (wB97M-V/def2-TZVPD) results for a structure of composition C10H10N2NiO2S2.

CARTESIAN COORDINATES (ANGSTROEM)
Ni1 0.04 0.03 0.15
S1 -0.28 0.28 -2.23
C1 0.58 1.65 -1.72
N1 1.04 1.64 -0.47
C2 1.66 2.80 -0.13
C3 2.26 3.07 1.10
C4 2.88 4.29 1.28
C5 2.90 5.24 0.26
C6 2.30 4.99 -0.96
C7 1.69 3.76 -1.16
S2 0.90 3.13 -2.59
H1 2.23 2.32 1.87
H2 3.36 4.51 2.22
H3 3.39 6.19 0.43
H4 2.31 5.72 -1.75
N2 -1.78 1.03 0.81
C8 -2.70 0.11 1.49
C9 -2.00 -0.63 2.63
C10 -1.09 -1.80 2.10
O1 -1.21 -2.88 2.63
O2 -0.30 -1.48 1.16
H5 -1.55 1.81 1.43
H6 -2.24 1.41 -0.02
H7 -3.06 -0.61 0.75
H8 -3.56 0.66 1.90
H9 -2.73 -1.09 3.30
H10 -1.37 0.06 3.20

As for the HOMO energy (spin up / spin down): -8.46 / -8.43 eV. The value obtained for the orbital gap (spin up / spin down) is 8.66 / 7.92 eV. Its total energy is -80322.948 eV. For the energy above the lowest of the compared OMol25 structures with the same formula, charge and spin, the calculation gives 0.0 kcal/mol. The value obtained for the LUMO energy (spin up / spin down) is 0.0073 / -0.0188 hartree. Its multiplicity is 3.

Results of the Löwdin charge analysis, in e, for atoms 1 through 2: 0.613 0.614

DFT (wB97M-V/def2-TZVPD) results for a structure of composition C23H32FeN8O7P2SSe.

CARTESIAN COORDINATES (ANGSTROEM)
Fe1 -0.72 -0.52 -0.26
C1 0.86 5.29 1.48
C2 0.43 5.11 0.03
N1 -0.58 4.08 -0.17
C3 -0.36 2.76 -0.05
S1 -1.72 1.71 -0.30
N2 0.87 2.38 0.21
N3 1.02 1.03 0.28
C4 2.12 0.61 0.76
C5 3.21 1.51 1.26
C6 2.26 -0.85 0.86
C7 3.36 -1.44 1.47
C8 3.44 -2.82 1.50
C9 2.43 -3.57 0.93
C10 1.36 -2.90 0.35
N4 1.28 -1.57 0.31
H1 1.56 6.12 1.56
H2 1.35 4.38 1.84
H3 0.00 5.50 2.11
H4 1.30 4.86 -0.59
H5 0.01 6.04 -0.35
H6 -1.54 4.36 -0.29
H7 3.04 2.52 0.91
H8 4.19 1.17 0.92
H9 3.23 1.53 2.35
H10 4.13 -0.83 1.92
H11 4.29 -3.31 1.98
H12 2.45 -4.65 0.92
H13 0.55 -3.45 -0.09
C11 -4.47 -4.15 -1.57
C12 -3.69 -2.98 -0.98
O1 -4.39 -2.35 0.11
P1 -3.49 -1.56 -2.09
O2 -3.26 -2.13 -3.54
O3 -4.91 -0.88 -2.20
O4 -2.43 -0.61 -1.63
P2 -1.98 -3.46 -0.45
O5 -1.16 -3.35 -1.84
O6 -1.91 -4.82 0.09
O7 -1.50 -2.27 0.38
H14 -5.49 -3.85 -1.78
H15 -4.46 -4.98 -0.87
H16 -4.01 -4.49 -2.50
H17 -4.43 -2.97 0.85
H18 -2.82 -1.50 -4.13
H19 -5.26 -0.56 -1.36
H20 -1.09 -4.22 -2.26
C13 0.41 2.47 -2.95
N5 1.66 1.77 -2.69
C14 2.90 2.37 -2.56
C15 3.80 1.39 -2.41
N6 3.11 0.19 -2.44
C16 3.73 -1.13 -2.41
C17 1.80 0.44 -2.61
Se1 0.44 -0.85 -2.66
H21 0.48 3.48 -2.54
H22 -0.41 1.95 -2.48
H23 0.23 2.53 -4.03
H24 3.02 3.44 -2.59
H25 4.87 1.44 -2.29
H26 4.71 -1.05 -1.96
H27 3.82 -1.53 -3.41
H28 3.11 -1.81 -1.83
N7 -2.89 0.67 6.99
C18 -2.51 0.47 5.92
C19 -2.01 0.22 4.58
C20 -0.65 0.25 4.32
C21 -0.23 0.02 3.03
N8 -1.07 -0.22 2.03
C22 -2.38 -0.27 2.29
C23 -2.90 -0.06 3.55
H29 0.06 0.45 5.11
H30 0.83 0.03 2.79
H31 -3.03 -0.49 1.45
H32 -3.96 -0.10 3.72

As for the HOMO energy (spin up / spin down): -10.78 / -10.75 eV. The value obtained for the orbital gap (spin up / spin down) is 7.87 / 6.99 eV. Its total energy is -179772.027 eV. For the energy above the lowest of the compared OMol25 structures with the same formula, charge and spin, the calculation gives 0.0 kcal/mol. As for the charge: +1. The value obtained for the LUMO energy (spin up / spin down) is -0.1069 / -0.1381 hartree. Its multiplicity is 6.

Results of the Löwdin charge analysis, in e, for atoms 1 through 2: 0.687 -0.082